{
  "formula": "C15H19N3O2S",
  "method": "ωB97M-V/def2-TZVPD",
  "species": ["S", "O", "O", "N", "N", "N", "C", "C", "C", "C", "C", "C", "C", "C", "C", "C", "C", "C", "C", "C", "C", "H", "H", "H", "H", "H", "H", "H", "H", "H", "H", "H", "H", "H", "H", "H", "H", "H", "H", "H"],
  "xyz": [[-0.2104, -0.0204, -0.3724], [-3.6129, 0.0062, -1.6296], [-1.3302, 3.6364, 0.1415], [2.3265, 0.9277, 0.1836], [0.5671, 2.3872, 0.2212], [-4.4997, -0.5841, 0.3596], [4.2758, -0.2595, -0.4757], [-3.6325, 0.0898, -0.4214], [4.9985, -1.4390, -0.5267], [-5.4621, -1.5279, -0.1665], [2.9968, -0.2787, 0.1014], [1.0940, 1.1251, 0.0580], [-2.6926, 1.0122, 0.3542], [4.8145, 1.0159, -1.0445], [-0.7604, 2.5811, -0.0083], [-1.4443, 1.3105, -0.4675], [1.4307, 3.4763, 0.6154], [3.2343, -2.6250, 0.5788], [-5.1842, -2.9422, 0.3288], [2.4895, -1.4624, 0.6321], [4.4880, -2.6171, -0.0067], [1.5186, -1.4594, 1.1045], [-1.7497, 1.4125, -1.5164], [-5.2546, -2.9906, 1.4139], [-2.4239, 0.5755, 1.3178], [2.1972, 3.6324, -0.1432], [5.0710, -3.5248, -0.0537], [-6.4704, -1.2157, 0.1264], [4.6588, 1.8305, -0.3403], [-5.3774, -1.4794, -1.2538], [2.8336, -3.5373, 0.9954], [-3.2133, 1.9593, 0.5289], [-4.4478, -0.4921, 1.3617], [1.9147, 3.2401, 1.5625], [-5.9085, -3.6316, -0.0953], [4.2875, 1.2695, -1.9644], [-4.1875, -3.2560, 0.0290], [5.9810, -1.4347, -0.9775], [0.8098, 4.3650, 0.7154], [5.8747, 0.9245, -1.2660]],
  "forces_ev_per_a": [[0.2, 0.1, 0.0], [0.1, 0.0, -0.5], [-0.1, 0.0, 0.0], [0.0, 0.8, 0.2], [0.2, 0.4, 0.1], [-0.3, -0.2, 0.3], [-0.1, 0.0, 0.0], [0.2, 0.3, 0.6], [0.0, 0.0, 0.0], [-0.1, -0.2, -0.1], [0.2, -0.6, -0.1], [-0.4, -0.7, -0.3], [0.1, 0.1, -0.3], [0.0, 0.0, 0.0], [-0.3, -0.1, 0.0], [-0.1, -0.2, -0.1], [0.1, 0.3, 0.1], [0.0, -0.1, 0.0], [-0.1, 0.2, -0.1], [0.0, 0.1, 0.0], [0.0, -0.1, 0.0], [-0.1, 0.0, 0.1], [0.1, 0.1, 0.2], [0.0, -0.1, 0.1], [0.0, 0.1, 0.0], [0.0, 0.0, 0.1], [0.0, -0.1, 0.0], [0.1, 0.0, -0.1], [0.0, 0.1, 0.0], [-0.1, 0.0, 0.1], [0.0, -0.1, 0.0], [0.0, -0.1, 0.0], [0.1, 0.1, -0.1], [0.0, 0.0, -0.1], [-0.1, -0.1, 0.0], [0.0, 0.1, -0.1], [0.1, -0.1, 0.0], [0.1, 0.0, 0.0], [0.1, -0.1, 0.0], [0.1, 0.0, 0.0]],
  "e_homo_ev": -8.24,
  "smiles": "CCNC(=O)C[C@@H]1S/C(=N\\c2ccccc2C)N(C)C1=O",
  "total_charge": 0,
  "largest_force_ev_per_a": 0.9,
  "e_lumo_ha": 0.022
}

***

{
  "formula": "C15H19N3O3Re",
  "method": "ωB97M-V/def2-TZVPD",
  "species": ["Re", "O", "O", "O", "N", "N", "N", "C", "C", "C", "C", "C", "C", "C", "C", "C", "C", "C", "C", "C", "C", "C", "H", "H", "H", "H", "H", "H", "H", "H", "H", "H", "H", "H", "H", "H", "H", "H", "H", "H", "H"],
  "xyz": [[0.5021, -0.3968, -0.0044], [0.1734, -2.4747, 2.2644], [-1.1068, 0.6487, 2.0322], [2.2460, 0.7527, 2.2908], [1.9826, -1.3728, -0.3719], [0.1240, 2.1870, 0.1361], [-2.0666, -0.9475, 0.1299], [4.0916, -2.7753, -0.5042], [2.9072, -1.9861, -0.7580], [1.5951, 0.3906, 1.4013], [-1.3552, -0.0164, -2.0747], [0.3302, 3.3202, 0.1460], [-0.8935, 1.1517, 3.3155], [0.2201, -1.7438, 1.3895], [1.4210, -0.1491, -2.3100], [-2.9634, -1.6833, 0.1304], [-0.7540, -1.2864, -2.1548], [-0.6126, 1.1410, -2.0652], [0.6436, -1.3473, -2.3296], [0.7980, 1.0968, -2.1604], [-4.1983, -2.3486, 0.3549], [0.4033, 4.7246, 0.3402], [4.3626, -2.6635, 0.5539], [1.3975, 1.9798, -2.1379], [0.9888, 5.1893, -0.4622], [2.4933, -0.1630, -2.3034], [-0.6099, 5.1554, 0.3324], [-4.5542, -2.8303, -0.5703], [1.0922, -2.3215, -2.3470], [4.8674, -2.4037, -1.1738], [-4.9566, -1.6126, 0.6765], [-0.2981, 2.1031, 3.2499], [3.8464, -3.8146, -0.7667], [-1.9377, 0.9465, 1.6599], [0.8862, 4.9361, 1.3038], [-1.3171, -2.1888, -2.1255], [-4.0716, -3.1078, 1.1280], [-0.3011, 0.4292, 3.8958], [-2.4293, 0.0494, -1.9665], [-1.8467, 1.3423, 3.8005], [-1.1000, 2.0897, -1.9454]],
  "forces_ev_per_a": [[-6.1, 4.2, -2.2], [0.1, 1.9, -2.6], [0.2, -1.6, -1.3], [-2.8, -1.5, -4.0], [5.7, -3.8, -1.1], [0.6, -0.9, 0.2], [0.6, -0.8, 0.2], [0.0, -0.1, -1.2], [-0.5, 0.3, 3.6], [3.9, 2.7, 5.7], [-1.1, -0.5, -0.2], [-0.6, -0.3, 0.8], [1.5, 1.4, 1.3], [-0.8, -3.3, 4.3], [-0.6, 1.5, -0.4], [0.3, 1.4, 1.0], [1.9, 0.5, -0.8], [0.6, 0.8, -0.4], [-1.9, -0.1, -0.2], [0.1, -1.4, -0.6], [-0.9, -0.7, -0.5], [0.3, 1.1, -0.2], [-0.1, 0.0, -0.2], [0.2, 0.5, 0.0], [-0.1, 0.1, 0.1], [0.2, 0.0, -0.6], [0.2, -0.1, 0.0], [0.0, 0.1, 0.3], [0.1, -0.2, -0.5], [0.5, -0.3, 0.0], [0.3, -0.2, -0.1], [-0.6, -0.6, 0.3], [0.3, 0.0, 0.0], [-0.3, 0.3, -0.2], [-0.1, 0.0, -0.1], [-0.4, -0.5, -0.1], [0.0, -0.1, 0.1], [-0.4, 0.2, -0.1], [0.0, 0.1, -0.2], [0.0, 0.1, 0.2], [-0.2, 0.2, -0.2]],
  "e_homo_ev": [-23.53, -23.19],
  "total_charge": 4,
  "spin_multiplicity": 4,
  "largest_force_ev_per_a": 7.8,
  "e_lumo_ha": [-0.548, -0.679]
}

***

{
  "formula": "C15H19N3O4",
  "method": "ωB97M-V/def2-TZVPD",
  "species": ["O", "O", "O", "O", "N", "N", "N", "C", "C", "C", "C", "C", "C", "C", "C", "C", "C", "C", "C", "C", "C", "C", "H", "H", "H", "H", "H", "H", "H", "H", "H", "H", "H", "H", "H", "H", "H", "H", "H", "H", "H"],
  "xyz": [[0.1816, -2.0301, 2.7688], [-0.4905, -4.0899, 2.2402], [-3.0127, -1.5380, -0.3527], [-0.0618, -3.1934, -2.5441], [3.1706, 2.2534, -1.7092], [-0.7070, -2.9023, -0.4040], [-0.9919, -0.0168, -1.5968], [2.1409, 4.3176, -0.5440], [1.4443, 1.9834, -0.2493], [-0.5102, -2.8711, 1.9435], [-3.0515, -1.2749, 2.1012], [1.2274, -0.6615, -0.5700], [-0.2776, -2.4350, -1.5995], [0.2662, 3.7682, 0.8036], [0.1279, -0.9227, -1.6904], [1.8671, 0.6816, -0.7746], [1.2001, 4.7305, 0.4226], [2.8436, 0.9114, -1.6882], [2.3442, 2.9538, -0.8469], [-2.6031, -2.1009, 0.8951], [0.4033, 2.3936, 0.5791], [-1.1206, -2.2776, 0.8073], [-0.7587, -1.2575, 0.8002], [-0.1832, 1.6058, 0.9939], [-1.5709, -0.0371, -2.4018], [0.6854, -0.5994, 0.3998], [-3.0736, -3.0897, 0.9789], [1.1037, 5.7721, 0.7845], [2.7588, 5.0854, -1.0281], [1.9683, -1.4753, -0.5040], [3.2548, 0.1825, -2.4044], [-0.5354, 4.1131, 1.3915], [-4.1389, -1.0433, 1.9979], [0.5868, -0.7696, -2.6623], [-0.5022, -3.9193, -0.3514], [-0.6907, 0.9613, -1.5785], [0.5899, -2.6853, 3.3505], [-2.8836, -1.9603, 2.9922], [-2.3761, -0.3698, 2.2382], [3.6985, 2.6439, -2.4494], [-2.3233, -0.8366, -0.5395]],
  "forces_ev_per_a": [[-0.7, -0.4, -1.0], [-0.4, 3.0, -1.3], [0.7, 0.6, 0.8], [-0.2, 0.8, 1.1], [-0.3, 0.0, 0.2], [0.9, -2.9, -0.1], [-0.1, 1.2, 1.4], [1.2, 0.6, 0.1], [1.7, -0.1, -0.8], [2.1, -4.4, 3.9], [0.8, -0.5, 0.7], [-1.3, 0.8, 0.2], [0.6, 0.9, -1.2], [0.3, -0.8, 0.9], [0.9, -1.0, 0.3], [-0.4, 0.1, -0.2], [0.1, -0.9, -1.6], [-0.1, -0.1, -0.1], [-2.1, -0.3, 0.7], [-1.9, -0.2, -0.5], [1.1, 0.9, -0.8], [-0.2, 2.4, -1.7], [0.0, 0.2, -0.1], [-0.9, 0.0, 0.4], [-0.6, -0.6, -0.9], [0.8, -0.2, -0.6], [0.0, 0.1, -0.2], [0.1, -0.8, -0.6], [0.0, -0.4, 0.3], [-0.4, 0.3, -0.2], [0.1, 0.6, 0.6], [-0.9, 0.2, 0.9], [1.0, 0.0, 0.2], [0.4, -0.5, -0.2], [-0.8, 0.9, 0.1], [0.3, -0.3, 0.4], [0.2, 0.2, 0.6], [-0.4, 1.0, -0.7], [-1.1, -0.8, -0.2], [0.5, 0.5, -0.4], [-0.9, -0.4, -0.3]],
  "e_homo_ev": -8.24,
  "smiles": "C[C@@H](O)[C@H](NC(=O)[C@@H](N)Cc1c[nH]c2ccccc12)C(=O)O",
  "total_charge": 0,
  "largest_force_ev_per_a": 6.2,
  "e_lumo_ha": 0.022
}

***

{
  "formula": "C15H19N3O4PdS3",
  "method": "ωB97M-V/def2-TZVPD",
  "species": ["Pd", "S", "S", "S", "O", "O", "O", "O", "N", "N", "N", "C", "C", "C", "C", "C", "C", "C", "C", "C", "C", "C", "C", "C", "C", "C", "H", "H", "H", "H", "H", "H", "H", "H", "H", "H", "H", "H", "H", "H", "H", "H", "H", "H", "H"],
  "xyz": [[-1.5881, 1.4360, -0.7714], [-0.0433, -1.1063, -0.1723], [-3.4786, 0.1043, -1.4271], [-2.4278, 3.5121, 0.4338], [-1.8752, 1.3772, 1.3656], [-0.1315, -0.1288, -1.2903], [-1.2698, -1.7332, 0.2248], [-0.3908, 2.3142, 2.7580], [0.6084, -0.1679, 1.0386], [0.0838, 3.0727, -0.1629], [-0.2534, 4.8964, 1.2356], [-0.1594, -0.0421, 2.2556], [1.2011, -2.2412, -0.5028], [3.3186, -2.7856, -1.4517], [1.0456, -3.5440, -0.0219], [1.4018, 3.2655, -0.0630], [-4.2048, -0.4077, 0.1355], [2.3348, -1.8496, -1.2178], [3.1945, -4.0970, -0.9818], [-0.7343, 3.8731, 0.4992], [-0.8331, 1.3548, 2.1852], [4.2743, -5.1051, -1.2272], [1.0639, 5.1206, 1.3563], [2.0473, -4.4583, -0.2691], [-4.7093, 1.2776, -2.0154], [1.9422, 4.2949, 0.6950], [-0.9194, -0.8149, 2.3794], [1.3631, 5.9509, 1.9816], [4.8109, -5.3099, -0.2985], [-5.6241, 0.7272, -2.2303], [-0.9141, 5.4685, 1.7545], [2.4245, -0.8411, -1.5970], [3.8521, -6.0489, -1.5713], [2.0332, 2.5694, -0.6007], [-3.5023, -1.0957, 0.5974], [0.5328, -0.0103, 3.0963], [-5.1377, -0.9242, -0.0844], [4.9935, -4.7539, -1.9636], [0.1506, -3.8263, 0.5154], [4.1981, -2.5064, -2.0167], [-4.3842, 0.4498, 0.7800], [-4.3368, 1.7183, -2.9375], [3.0086, 4.4423, 0.7730], [-4.9058, 2.0475, -1.2720], [1.9402, -5.4749, 0.0863]],
  "forces_ev_per_a": [[0.2, 0.1, -0.3], [0.0, 0.3, -0.2], [0.0, 0.0, 0.0], [-0.1, 0.2, 0.2], [-0.1, -0.1, 0.1], [0.0, -0.4, 0.4], [0.0, 0.0, 0.0], [0.0, 0.0, 0.0], [-0.1, 0.0, 0.1], [0.2, -0.1, -0.1], [-0.1, -0.1, 0.0], [0.0, 0.0, 0.0], [0.0, 0.0, 0.0], [0.0, 0.0, 0.0], [0.0, 0.0, 0.0], [-0.1, -0.1, -0.1], [-0.1, 0.0, 0.0], [0.0, 0.0, 0.0], [0.0, 0.0, 0.0], [-0.1, 0.0, 0.1], [0.2, 0.0, -0.2], [0.0, 0.0, 0.0], [0.1, 0.0, 0.0], [0.0, 0.0, 0.0], [0.0, 0.0, 0.0], [0.0, 0.1, 0.1], [0.0, 0.0, 0.0], [0.0, 0.0, 0.0], [0.0, 0.0, 0.0], [0.0, 0.0, 0.0], [0.0, 0.0, 0.0], [0.0, 0.0, 0.0], [0.0, 0.0, 0.0], [0.0, 0.0, 0.0], [0.0, 0.0, 0.0], [0.0, 0.0, 0.0], [0.0, 0.0, 0.0], [0.0, 0.0, 0.0], [0.0, 0.0, 0.0], [0.0, 0.0, 0.0], [0.0, 0.0, 0.0], [0.0, 0.0, 0.0], [0.0, 0.0, 0.0], [0.0, 0.0, 0.0], [0.0, 0.0, 0.0]],
  "e_homo_ev": [-14.61, -14.72],
  "total_charge": 2,
  "spin_multiplicity": 5,
  "largest_force_ev_per_a": 0.5,
  "e_lumo_ha": [-0.273, -0.346]
}

***

{
  "formula": "C15H19N3O7S",
  "method": "ωB97M-V/def2-TZVPD",
  "species": ["S", "O", "O", "O", "O", "O", "O", "O", "N", "N", "N", "C", "C", "C", "C", "C", "C", "C", "C", "C", "C", "C", "C", "C", "C", "C", "H", "H", "H", "H", "H", "H", "H", "H", "H", "H", "H", "H", "H", "H", "H", "H", "H", "H", "H"],
  "xyz": [[2.6053, 1.2905, 1.0033], [-1.6949, 2.5445, -1.4037], [3.1903, 2.2863, 0.1533], [3.0590, 1.2109, 2.3579], [-0.9156, -2.4900, 1.4704], [-1.0703, -0.9334, -1.6552], [3.8234, -0.3461, -1.7421], [-3.2707, 1.2196, 0.5637], [-2.7295, -1.7983, 0.2757], [0.7036, -1.8595, -0.5446], [2.8171, -0.2743, 0.3431], [4.1706, -0.7746, 0.5215], [-1.2956, 0.7034, 1.7551], [-3.8356, 2.0499, -0.4330], [-0.5755, -1.5119, -0.7011], [-2.9758, 2.0239, -1.6947], [0.8298, 1.3870, 0.9277], [-1.9112, 1.3087, 0.6633], [0.2410, 2.0257, -0.1436], [4.8599, -0.3308, -0.7727], [-3.7542, -2.0810, 1.2451], [2.5761, -0.3177, -1.0816], [-1.4251, -1.9841, 0.4851], [-1.1374, 1.9718, -0.3015], [0.0799, 0.7204, 1.8781], [1.7684, -1.5820, -1.4666], [-2.8725, 0.9933, -2.0586], [-1.9141, 0.2101, 2.4869], [5.6497, -1.0058, -1.1057], [0.9327, -2.2413, 0.3670], [-3.3979, 2.6560, -2.4762], [0.8404, 2.5606, -0.8619], [2.0134, 0.5759, -1.3766], [-3.9012, 3.0807, -0.0611], [-2.9799, -1.3378, -0.5897], [4.1398, -1.8642, 0.6099], [-4.4962, -2.7632, 0.8277], [0.5791, 0.2340, 2.6985], [4.5957, -0.3388, 1.4223], [-4.8391, 1.6649, -0.6211], [-4.2466, -1.1577, 1.5554], [5.2510, 0.6885, -0.6720], [2.4516, -2.4340, -1.4942], [1.3364, -1.4322, -2.4578], [-3.2753, -2.5479, 2.1043]],
  "forces_ev_per_a": [[-0.3, -0.4, 0.0], [0.3, 0.2, 0.1], [-0.2, 0.1, -0.3], [-0.2, -0.2, 0.2], [0.0, -0.1, 0.2], [0.0, 0.1, -0.2], [-0.2, -0.1, -0.2], [0.3, -0.2, 0.2], [-0.1, 0.1, -0.4], [0.1, -0.1, 0.3], [-0.3, 0.8, 0.5], [0.6, -0.1, -0.1], [0.0, 0.2, -0.2], [0.0, 0.3, -0.5], [0.1, -0.1, -0.1], [-0.5, -0.2, 0.2], [0.6, 0.0, 0.0], [0.1, 0.2, 0.0], [-0.3, 0.2, -0.1], [0.3, 0.1, 0.2], [0.0, -0.1, 0.2], [-0.7, -0.1, -0.5], [-0.2, -0.2, 0.0], [0.1, -0.2, 0.3], [-0.1, 0.0, 0.1], [0.2, 0.3, -0.2], [0.0, 0.1, 0.0], [-0.1, -0.1, 0.1], [0.0, 0.1, 0.1], [-0.1, 0.1, -0.1], [0.0, -0.1, 0.1], [0.1, 0.0, -0.2], [0.1, -0.2, -0.1], [0.0, -0.1, 0.0], [0.2, 0.0, 0.1], [0.0, 0.1, 0.0], [0.0, 0.0, 0.1], [0.0, -0.1, 0.2], [0.1, -0.2, 0.0], [0.1, 0.1, 0.0], [0.0, 0.0, 0.0], [0.0, -0.1, 0.0], [0.0, 0.0, 0.0], [0.1, -0.1, 0.0], [-0.1, 0.0, 0.0]],
  "e_homo_ev": -8.83,
  "smiles": "CNC(=O)C(=O)NC[C@@H]1OCCN1S(=O)(=O)c1ccc2c(c1)OCCO2",
  "total_charge": 0,
  "largest_force_ev_per_a": 1.0,
  "e_lumo_ha": 0.021
}